Version w
{"formula": "C5H17N2O", "method": "wB97M-V/def2-TZVPD", "elements": ["C", "H", "H", "H", "N", "C", "H", "N", "H", "H", "H", "H", "H", "O", "H", "H", "H", "H", "H", "H", "C", "H", "C", "C", "H"], "xyz": [[0.12, -0.27, 1.22], [-0.89, -0.92, -1.91], [2.85, -0.40, -2.08], [1.07, 1.63, 1.70], [-0.13, 0.08, -0.18], [-1.15, -0.16, 2.08], [1.49, 0.22, 2.85], [1.85, -0.18, -1.94], [-3.29, 2.36, -1.74], [-3.77, 3.08, -0.39], [2.11, 0.34, 1.26], [-1.26, 0.92, 2.45], [-0.64, -2.10, -0.49], [-3.22, 2.33, -0.73], [1.40, 0.29, -2.77], [1.86, -1.77, -0.63], [-2.05, -0.22, 1.41], [1.07, -2.39, -2.10], [1.75, 0.58, -1.20], [0.37, -1.38, 1.20], [1.16, -1.49, -1.48], [-1.10, -0.87, 2.89], [-0.22, -1.12, -0.95], [1.25, 0.53, 1.85], [-0.62, 0.92, -0.33]], "nbo_charge": [-0.039, 0.216, 0.448, 0.215, -0.707, -0.634, 0.237, -0.713, 0.477, 0.489, 0.179, 0.215, 0.234, -0.964, 0.441, 0.215, 0.225, 0.260, 0.470, 0.181, -0.240, 0.228, -0.240, -0.610, 0.416], "spin_multiplicity": 1, "molar_mass_da": 121.2, "homo_energy_ev": -12.805, "homo_lumo_gap_ev": 9.44, "total_charge": 1, "e_lumo_ev": -3.36}

***

Version x
{"formula": "C5H17N2O", "method": "wB97M-V/def2-TZVPD", "elements": ["H", "H", "H", "H", "N", "C", "C", "H", "H", "H", "H", "H", "H", "C", "C", "N", "O", "H", "H", "H", "H", "H", "H", "H", "C"], "xyz": [[1.49, 1.91, -0.93], [1.26, 0.28, -1.02], [1.10, 0.38, 1.04], [0.38, 1.08, -3.35], [-0.44, 1.17, -0.13], [-0.01, 1.50, -2.45], [0.04, 0.71, 1.22], [-0.03, -0.47, 3.67], [-1.66, -2.02, 0.63], [-0.15, -1.78, 0.14], [0.06, 2.59, -2.62], [-1.11, 1.48, -2.45], [0.68, -2.12, -2.63], [0.00, -1.15, 2.81], [0.66, 1.16, -1.08], [-1.01, -1.26, 0.40], [1.07, -1.59, -1.91], [1.09, -1.29, 2.72], [-1.73, -0.09, 2.10], [-1.03, 2.00, -0.11], [0.16, 1.52, 1.97], [1.55, -0.87, -2.32], [-1.24, -0.49, -0.30], [-0.34, -2.18, 2.91], [-0.79, -0.46, 1.70]], "nbo_charge": [0.190, 0.196, 0.207, 0.225, -0.673, -0.651, -0.249, 0.257, 0.436, 0.452, 0.229, 0.222, 0.494, -0.649, -0.232, -0.726, -0.972, 0.237, 0.231, 0.403, 0.237, 0.486, 0.485, 0.230, -0.064], "spin_multiplicity": 1, "molar_mass_da": 121.2, "homo_energy_ev": -13.393, "homo_lumo_gap_ev": 10.53, "total_charge": 1, "e_lumo_ev": -2.87}

***

Which is more stable than every other structure shown? version x is more stable than every other one.